(1)
{
  "formula": "C5H7NO3S",
  "method": "ωB97M-V/def2-TZVPD",
  "symbols": ["C", "C", "C", "O", "C", "C", "S", "N", "O", "O", "H", "H", "H", "H", "H", "H", "H"],
  "positions_angstrom": [[-1.224691, 0.979906, -1.386398], [-0.901082, -0.251640, -0.683314], [-1.638225, -1.382852, -0.564293], [-1.201580, -2.197393, 0.454819], [-0.048888, -1.592331, 0.876109], [0.114145, -0.379043, 0.286753], [1.363806, 0.791360, 0.762755], [2.083893, -0.187552, 1.874536], [2.193571, 1.059138, -0.367348], [0.691881, 1.865034, 1.413971], [-1.573792, 1.720458, -0.561072], [-0.306174, 1.408723, -1.947085], [-2.004926, 0.843543, -2.127297], [-2.640430, -1.578773, -0.914871], [0.483582, -1.813972, 1.841006], [2.466994, -0.947171, 1.484685], [2.786820, 0.272148, 2.546151]],
  "atomic_forces_ev_per_a": [[0.7, 2.4, -0.3], [-0.4, -0.7, 0.2], [-0.9, 0.3, 0.5], [1.5, 0.7, -0.5], [0.1, 0.6, 2.2], [1.1, -0.8, 0.3], [-1.3, -1.2, -0.7], [0.2, 4.5, 3.6], [0.4, 0.1, -0.1], [0.3, 0.4, 0.5], [0.6, -0.9, -1.7], [-1.5, -0.5, 1.1], [-0.2, 0.0, 0.0], [0.2, -0.3, -0.3], [-1.1, -0.8, -1.4], [1.9, -3.4, -2.0], [-1.7, -0.6, -1.5]],
  "nbo_charge": [-0.643, -0.084, 0.088, -0.393, 0.112, -0.437, 2.333, -1.076, -0.923, -0.922, 0.240, 0.239, 0.225, 0.206, 0.228, 0.386, 0.422],
  "multiplicity": 1,
  "gap_ev": 9.636,
  "e_above_lowest_kj_mol": 120.7,
  "homo_ha": -0.33723
}

***

(2)
{
  "formula": "C30H48N2P3PdSe",
  "method": "ωB97M-V/def2-TZVPD",
  "symbols": ["Pd", "C", "P", "C", "N", "C", "C", "C", "C", "C", "C", "N", "C", "P", "C", "C", "C", "C", "C", "C", "C", "C", "C", "H", "H", "H", "H", "H", "H", "H", "H", "H", "H", "H", "H", "H", "H", "H", "H", "H", "H", "H", "H", "H", "H", "H", "H", "H", "H", "H", "H", "C", "P", "C", "C", "H", "H", "H", "H", "H", "H", "H", "H", "H", "C", "C", "C", "C", "C", "C", "Se", "C", "C", "C", "H", "H", "H", "H", "H", "H", "H", "H", "H", "H", "H"],
  "positions_angstrom": [[-0.661547, 0.210281, -0.646856], [3.542153, 1.189281, -1.402056], [1.964153, 0.734181, -0.573956], [1.943853, 2.035181, 0.714044], [2.981353, 2.139081, 1.495644], [2.934753, 3.015581, 2.518144], [3.989753, 3.079781, 3.445044], [3.926453, 3.977281, 4.475744], [2.830153, 4.846881, 4.606544], [1.772153, 4.787281, 3.740144], [1.789653, 3.845981, 2.694244], [0.738553, 3.729181, 1.859944], [0.801253, 2.855481, 0.889444], [-0.569947, 2.608181, -0.271856], [0.155753, 3.334281, -1.802456], [-1.914647, 3.811081, 0.251544], [-2.545047, 3.143881, 1.476244], [-2.893147, 3.900981, -0.923556], [-1.444447, 5.219681, 0.599644], [2.425953, -0.763319, 0.472244], [2.678153, -1.912419, -0.505456], [3.656053, -0.635819, 1.364944], [1.187053, -1.002519, 1.341444], [4.309953, 1.388381, -0.656356], [3.394753, 2.081681, -2.007456], [3.848853, 0.375481, -2.055556], [4.816753, 2.397681, 3.328144], [4.721053, 4.019981, 5.204544], [2.826853, 5.564181, 5.411344], [0.916553, 5.437281, 3.838244], [0.560253, 4.327481, -1.603356], [-0.618647, 3.389481, -2.568056], [0.951453, 2.678381, -2.165056], [-2.805347, 2.104381, 1.253844], [-3.439447, 3.675281, 1.798544], [-1.833047, 3.150581, 2.301944], [-2.950747, 2.949781, -1.455056], [-2.570247, 4.663381, -1.630956], [-3.887347, 4.169281, -0.570156], [-0.794947, 5.213981, 1.468544], [-2.322347, 5.821681, 0.822644], [-0.920647, 5.682881, -0.233356], [3.648953, -1.799519, -0.980356], [1.925653, -1.948419, -1.295656], [2.661253, -2.869619, 0.010344], [4.542553, -0.370419, 0.795944], [3.824453, -1.605719, 1.830544], [3.522353, 0.100881, 2.151344], [0.253153, -0.725519, 0.768844], [1.225553, -0.373219, 2.232044], [1.133753, -2.042819, 1.652644], [-4.721247, 1.073381, -0.802356], [-3.235747, -0.002619, -1.014356], [-3.720247, -0.764519, -2.619956], [-3.713347, -1.338519, 0.158744], [-5.613747, 0.453581, -0.880256], [-4.763647, 1.828381, -1.582756], [-4.704547, 1.556081, 0.171544], [-4.716647, -1.196319, -2.527556], [-3.014547, -1.543619, -2.914156], [-3.730347, -0.005519, -3.402956], [-3.283847, -2.276119, -0.182656], [-4.797747, -1.436719, 0.207844], [-3.338047, -1.099019, 1.154944], [0.137053, -7.935019, -0.899456], [0.003553, -6.470819, -1.166756], [0.307753, -5.921719, -2.408356], [0.175553, -4.568819, -2.661356], [0.532753, -4.052019, -4.019556], [-0.262947, -3.707819, -1.627256], [-0.433447, -1.854019, -2.067656], [-0.574947, -4.248519, -0.366756], [-1.066847, -3.443719, 0.794844], [-0.436647, -5.612519, -0.167156], [0.621253, -8.451519, -1.725356], [-0.844747, -8.384119, -0.742256], [0.712153, -8.095819, 0.012144], [0.647353, -6.573919, -3.201256], [0.869553, -4.863619, -4.660856], [1.328853, -3.310719, -3.943356], [-0.326047, -3.573519, -4.491156], [-1.147747, -2.382319, 0.557544], [-0.386647, -3.570219, 1.635844], [-2.042047, -3.809819, 1.115044], [-0.689847, -6.024219, 0.800144]],
  "atomic_forces_ev_per_a": [[-0.8, 1.4, -1.5], [-0.5, -0.1, -0.5], [0.3, -1.0, 1.1], [-0.1, 0.1, 0.0], [0.3, 0.1, -0.2], [-0.6, 0.4, 0.1], [0.1, 0.2, 0.2], [0.2, -0.3, -0.2], [-0.4, 0.2, -0.1], [0.1, 0.0, 0.2], [0.6, -0.4, -0.1], [-0.3, 0.0, -0.1], [0.3, -0.1, 0.5], [0.0, 0.2, -0.4], [-0.2, -0.2, 0.2], [-0.1, -0.5, 0.0], [0.1, -0.1, 0.0], [0.2, -0.2, -0.1], [0.2, -0.1, 0.1], [-0.2, 0.0, -0.1], [-0.2, 0.1, -0.4], [-0.1, 0.1, 0.1], [0.0, 0.4, -0.2], [-0.1, -0.1, 0.1], [0.0, 0.0, -0.1], [0.0, 0.0, 0.0], [0.1, 0.0, 0.0], [0.1, 0.0, 0.0], [0.0, 0.1, 0.1], [-0.1, 0.1, 0.0], [-0.1, 0.0, 0.0], [0.1, 0.0, 0.0], [-0.2, 0.2, 0.0], [-0.1, 0.1, 0.1], [-0.1, 0.1, 0.0], [0.0, -0.1, 0.1], [-0.2, 0.0, -0.1], [0.0, 0.0, -0.1], [-0.1, 0.0, 0.0], [-0.1, 0.1, -0.1], [-0.2, 0.1, -0.1], [0.0, 0.1, -0.1], [0.2, 0.0, 0.0], [0.1, -0.1, 0.1], [0.0, -0.1, 0.2], [0.1, 0.0, 0.0], [0.1, -0.2, 0.0], [0.1, -0.2, 0.0], [0.6, -0.7, 0.9], [-0.1, 0.0, 0.0], [-0.1, 0.0, 0.0], [0.6, 0.4, 0.1], [0.0, -1.5, -0.1], [0.4, 0.2, 0.0], [0.2, 0.3, 0.0], [0.1, -0.2, 0.0], [0.0, 0.1, 0.0], [-0.1, 0.1, 0.0], [0.0, 0.1, 0.1], [-0.1, 0.1, 0.1], [0.0, 0.0, 0.0], [0.1, 0.0, 0.0], [0.0, 0.0, -0.1], [0.0, -0.1, 0.0], [-0.1, -0.1, 0.1], [0.0, 0.3, 0.0], [-0.2, -0.2, 0.4], [0.0, 0.6, 0.3], [0.0, 0.1, 0.0], [0.0, -0.6, 0.8], [-0.5, 0.7, -0.8], [0.1, 0.2, -0.5], [0.0, 0.1, 0.0], [0.1, -0.3, -0.3], [0.0, 0.0, 0.0], [0.0, -0.1, 0.0], [0.1, -0.1, 0.0], [0.0, 0.0, -0.1], [0.0, 0.0, 0.0], [0.0, 0.1, -0.1], [0.0, 0.1, -0.1], [0.0, -0.2, 0.1], [0.0, 0.1, 0.1], [-0.1, 0.0, 0.0], [0.0, 0.0, 0.2]],
  "lowdin_charge": [0.153, -0.206, 1.020, -0.407, 0.134, -0.191, 0.002, -0.051, -0.052, 0.002, -0.190, 0.134, -0.388, 0.960, -0.216, -0.689, -0.101, -0.104, -0.080, -0.693, -0.115, -0.085, -0.103, 0.049, 0.042, 0.050, 0.119, 0.113, 0.113, 0.118, 0.060, 0.050, 0.011, 0.043, 0.096, 0.077, 0.034, 0.087, 0.096, 0.053, 0.096, 0.081, 0.080, -0.019, 0.097, 0.080, 0.097, 0.056, -0.017, 0.090, 0.080, -0.264, 0.798, -0.286, -0.269, 0.055, 0.037, 0.035, 0.056, -0.022, 0.049, 0.027, 0.051, 0.047, -0.048, -0.265, -0.010, -0.307, -0.094, -0.485, 0.753, -0.291, -0.087, -0.020, 0.077, 0.086, 0.083, 0.117, 0.080, 0.068, 0.071, -0.001, 0.081, 0.089, 0.125],
  "charge": 1,
  "multiplicity": 1,
  "gap_ev": [5.186, 5.187],
  "homo_ha": [-0.34885, -0.34886]
}

***

(3)
{
  "formula": "C21H30N5OSSc",
  "method": "ωB97M-V/def2-TZVPD",
  "symbols": ["Sc", "O", "C", "N", "C", "C", "C", "C", "C", "C", "N", "C", "C", "C", "C", "C", "N", "H", "H", "H", "H", "H", "H", "H", "H", "H", "H", "C", "C", "C", "C", "N", "C", "S", "N", "C", "C", "C", "C", "H", "H", "H", "H", "H", "H", "H", "H", "H", "H", "H", "H", "H", "H", "H", "H", "H", "H", "H", "H"],
  "positions_angstrom": [[-1.066278, -0.974766, 2.171402], [-2.837878, -0.832266, 5.777802], [-2.595078, -1.005066, 4.605602], [-1.406878, -1.392266, 4.078302], [-0.311078, -1.658866, 5.004602], [1.007022, -1.530466, 4.291702], [2.205822, -1.541866, 5.000402], [3.403922, -1.398166, 4.327702], [3.377622, -1.268066, 2.940302], [2.159722, -1.269466, 2.294302], [0.981622, -1.384966, 2.946402], [-3.660378, -0.818866, 3.523802], [-4.983878, -0.657266, 3.911902], [-5.957878, -0.516366, 2.934602], [-5.565378, -0.521566, 1.601002], [-4.225678, -0.674966, 1.286602], [-3.270878, -0.830066, 2.222702], [-0.406578, -2.676166, 5.425002], [-0.351678, -0.964166, 5.858802], [2.184322, -1.645866, 6.073602], [4.335522, -1.380566, 4.872802], [4.288322, -1.168766, 2.371302], [2.092122, -1.163866, 1.209802], [-5.206278, -0.640866, 4.970702], [-6.996178, -0.405066, 3.206802], [-6.290678, -0.404366, 0.809802], [-3.905778, -0.673566, 0.242802], [-2.794778, 1.805634, -3.142798], [-1.986478, 1.359534, -4.357098], [-0.487978, 1.195134, -4.092898], [-0.116878, -0.029066, -3.245998], [-0.347278, 0.181334, -1.824698], [0.387222, 0.777134, -0.900998], [-0.362878, 0.921634, 0.683902], [1.589922, 1.309234, -0.984698], [2.546222, 1.446834, -2.073398], [3.616022, 0.350834, -2.018198], [4.686422, 0.521134, -3.103198], [4.134022, 0.687434, -4.514998], [-3.799178, 2.077734, -3.455798], [-2.344478, 2.681434, -2.679498], [-2.888478, 1.017634, -2.393098], [-2.102678, 2.117934, -5.132798], [-2.398778, 0.430734, -4.755198], [-0.109878, 2.097434, -3.608498], [0.017422, 1.100434, -5.053198], [0.925422, -0.313966, -3.392098], [-0.739478, -0.878066, -3.535398], [-1.316778, 0.059734, -1.546298], [1.921922, 1.682134, -0.102198], [3.027722, 2.418334, -1.956698], [2.035122, 1.432934, -3.031198], [3.143622, -0.627166, -2.135798], [4.102122, 0.381534, -1.039598], [5.324122, -0.363566, -3.079898], [5.310222, 1.380434, -2.866098], [3.366222, -0.053666, -4.723398], [4.936322, 0.545434, -5.231998], [3.728322, 1.684334, -4.666698]],
  "atomic_forces_ev_per_a": [[0.4, -0.2, -0.7], [0.0, -0.1, -0.4], [-1.0, 0.1, 0.3], [1.1, 0.1, -0.3], [-0.1, 0.0, 0.3], [0.1, 0.0, 0.0], [-0.1, 0.0, -0.2], [-0.3, 0.0, -0.1], [-0.2, -0.1, -0.1], [0.1, 0.1, -0.2], [0.0, -0.1, 0.5], [-0.4, 0.1, 0.4], [0.4, 0.0, -0.1], [0.3, 0.0, -0.1], [0.1, 0.0, 0.0], [0.0, 0.1, -0.3], [-0.3, -0.1, 0.6], [0.0, 0.3, -0.1], [0.0, -0.2, -0.2], [0.0, 0.0, 0.1], [0.1, 0.0, 0.0], [0.0, 0.0, -0.1], [0.1, 0.0, 0.3], [0.0, 0.0, 0.0], [-0.1, 0.0, 0.0], [0.0, 0.0, -0.1], [0.0, 0.0, 0.3], [0.0, 0.0, -0.2], [0.1, 0.2, 0.2], [-0.2, -0.2, -0.1], [0.3, 0.3, -0.6], [-0.3, -0.1, 0.2], [-0.3, -0.2, 0.5], [-0.3, 0.4, 0.3], [-0.1, 0.1, 0.3], [0.5, -0.4, -0.5], [0.1, 0.2, -0.2], [-0.2, -0.1, 0.0], [0.2, 0.0, 0.3], [-0.1, 0.0, 0.1], [0.0, 0.1, 0.1], [-0.1, 0.0, 0.1], [0.0, -0.1, 0.0], [0.0, 0.0, -0.1], [0.1, 0.1, 0.0], [0.1, 0.0, 0.0], [-0.1, -0.1, 0.0], [0.1, 0.0, 0.0], [0.4, 0.0, 0.1], [-0.1, -0.1, -0.1], [-0.1, 0.1, 0.0], [-0.1, 0.1, 0.0], [-0.1, -0.1, 0.1], [-0.1, -0.1, 0.1], [0.1, 0.1, 0.1], [0.1, 0.1, 0.1], [-0.2, -0.1, -0.1], [0.0, 0.0, -0.2], [-0.1, 0.1, -0.1]],
  "nbo_charge": [1.955, -0.527, 0.628, -0.830, -0.283, 0.256, -0.223, -0.087, -0.240, 0.063, -0.632, 0.138, -0.187, -0.090, -0.222, 0.070, -0.626, 0.249, 0.260, 0.253, 0.254, 0.251, 0.208, 0.276, 0.256, 0.256, 0.211, -0.602, -0.402, -0.416, -0.234, -0.557, 0.430, -0.390, -0.537, -0.238, -0.399, -0.399, -0.616, 0.239, 0.211, 0.158, 0.232, 0.207, 0.203, 0.239, 0.218, 0.227, 0.423, 0.431, 0.232, 0.223, 0.196, 0.208, 0.224, 0.212, 0.194, 0.242, 0.204],
  "charge": 2,
  "multiplicity": 1,
  "gap_ev": 8.431,
  "homo_ha": -0.56712
}